# 1
Entry from the OMol25 dataset: a cluster of 2 separate species, C4H10NS in total (ωB97M-V/def2-TZVPD).

Last column: Mulliken spin population.
CARTESIAN COORDINATES (ANGSTROEM)
C (0.29025, -1.40050, -1.42390)  0.02
C (1.34579, -0.31802, -1.23040)  -0.03
C (0.68279, -0.93124, -0.09417)  0.72
C (-0.67102, 1.65879, 1.21462)  0.02
N (-1.24065, 0.66406, 0.30268)  0.70
S (1.05178, -1.28289, 1.52708)  0.44
H (-0.80445, -1.42848, -1.75463)  0.02
H (0.63930, -2.33484, -1.76766)  0.03
H (2.39052, -0.43495, -1.41509)  0.02
H (1.01984, 0.76036, -1.44671)  0.04
H (0.35271, 1.98035, 1.10231)  0.00
H (-1.32434, 2.44909, 1.14312)  0.04
H (-0.62988, 1.20510, 2.34021)  0.02
H (-0.90323, 0.82981, -0.64626)  -0.02
H (-2.23495, 0.61796, 0.22209)  -0.01
H (0.03556, -2.03460, 1.92669)  0.00

Cartesian forces, eV/Å:
-1.33 -0.70 0.00
-1.80 2.50 -0.10
-0.11 -0.44 0.35
0.73 -3.31 3.68
1.78 1.80 -0.72
0.70 0.30 -0.24
1.43 1.23 0.25
0.87 -1.10 -0.13
0.50 -0.55 -0.40
0.56 -1.32 0.12
0.22 -0.37 -1.08
-1.55 2.22 0.34
-0.73 1.25 -2.64
0.39 -0.71 -0.03
-1.05 -0.53 0.81
-0.59 -0.28 -0.21

Results
- Orbital gap (alpha / beta): 8.309 / 5.748 eV
- Spin multiplicity: 3
- Net charge: +1
- LUMO level (alpha / beta): -3.13 / -8.64 eV

# 2
Entry from the OMol25 dataset: a cluster of 2 separate species, C4H10O in total (ωB97M-V/def2-TZVPD).

Last column: Mulliken spin population.
CARTESIAN COORDINATES (ANGSTROEM)
C (-1.60824, 0.82076, -0.93090)  0.11
C (-0.34066, 0.83737, -0.09637)  0.21
C (0.62814, -0.12533, -0.23428)  0.52
C (2.03383, 0.03715, 0.30974)  0.04
H (-1.28401, 0.24417, -1.82352)  -0.11
H (-1.90153, 1.80647, -1.34381)  -0.03
H (-2.47455, 0.41740, -0.40555)  0.07
H (-0.06237, 1.70446, 0.48589)  0.00
H (0.68321, -1.02710, -0.86182)  0.08
H (2.45547, 1.08051, 0.27669)  -0.04
H (2.82608, -0.35283, -0.34381)  -0.01
H (2.09372, -0.31348, 1.34613)  0.06
H (-1.27961, -0.97959, 1.12911)  0.05
H (-0.47204, -2.23924, 1.04946)  0.00
O (-1.29743, -1.91072, 1.44306)  0.05

Cartesian forces, eV/Å:
1.17 0.29 -0.28
-1.27 0.46 0.30
2.70 -1.34 -0.77
0.28 1.42 -0.13
-0.85 -0.24 0.20
0.07 0.00 0.35
-0.14 -0.28 -0.43
-0.15 0.29 0.02
-1.20 0.41 -0.15
-0.88 0.00 0.54
-0.33 -1.09 0.24
0.58 -0.02 0.02
0.20 -0.28 0.18
-0.25 0.28 0.10
0.07 0.10 -0.19

Results
- Orbital gap (alpha / beta): 3.481 / 7.798 eV
- Spin multiplicity: 2
- Net charge: -1
- LUMO level (alpha / beta): 4.66 / 4.49 eV

# 3
Entry from the OMol25 dataset: a cluster of 2 separate species, C4H10O in total (ωB97M-V/def2-TZVPD).

Last column: Mulliken charge in e.
CARTESIAN COORDINATES (ANGSTROEM)
C (-0.42624, -1.03657, 0.49219)  -1.05
C (-0.97167, -0.56285, -0.59537)  0.97
C (-2.49172, -0.51977, -0.79514)  -1.29
O (-0.40521, -0.10240, -1.70701)  -0.56
H (0.68947, -1.06041, 0.46057)  0.33
H (-1.11522, -1.38260, 1.21205)  0.27
H (-2.83556, 0.47113, -1.03416)  0.32
H (-3.11227, -0.99208, -0.08230)  0.35
H (-2.58001, -1.05827, -1.75302)  0.31
H (-1.00261, -0.21291, -2.55575)  0.33
C (2.42912, 1.17985, 1.25792)  -1.06
H (2.90303, 2.00663, 1.69036)  0.32
H (2.76575, 0.19746, 1.69958)  0.26
H (2.55859, 1.28012, 0.16229)  0.22
H (1.41753, 1.03504, 1.54021)  0.28

Cartesian forces, eV/Å:
2.63 0.35 -0.96
-4.07 0.07 -0.55
1.36 -0.38 -1.50
0.57 0.29 -3.23
-1.08 -0.36 0.82
0.05 -0.32 1.09
-0.09 0.61 0.26
-0.43 -0.42 0.92
-0.57 -0.19 0.22
1.62 0.31 2.93
0.30 -2.42 -0.69
0.51 1.06 1.04
0.75 1.03 -0.87
-0.20 -0.57 0.63
-1.34 0.93 -0.10

Results
- Orbital gap: 9.751 eV
- Spin multiplicity: 1
- LUMO level: 0.75 eV

# 4
Entry from the OMol25 dataset: a cluster of 2 separate species, C4H10O in total (ωB97M-V/def2-TZVPD).

Last column: Mulliken charge in e.
CARTESIAN COORDINATES (ANGSTROEM)
C (1.92840, -0.11900, -0.40303)  -1.06
C (0.97432, -0.17727, 0.79364)  0.02
C (0.10667, 1.05122, 0.78846)  -0.48
C (-2.19122, -0.59790, -1.09330)  -0.80
O (0.10680, 1.55160, 2.00720)  -0.32
H (2.59049, 0.75021, -0.32932)  0.31
H (1.36413, -0.03000, -1.33650)  0.28
H (2.55266, -1.01593, -0.45391)  0.32
H (0.28598, -1.02548, 0.65651)  0.16
H (1.50741, -0.32616, 1.74382)  0.31
H (-1.53534, 0.22164, -0.78395)  0.12
H (-2.18626, -0.68901, -2.18232)  0.26
H (-1.83870, -1.53549, -0.65209)  0.20
H (-3.20951, -0.39954, -0.74869)  0.28
H (-0.45585, 2.34112, 1.99350)  0.40

Cartesian forces, eV/Å:
0.08 -0.01 -0.09
-0.07 0.06 -0.05
0.28 -0.13 0.33
0.01 -0.01 -0.01
-0.16 0.10 -0.20
-0.08 -0.14 -0.02
0.09 -0.01 0.13
-0.10 0.11 0.02
0.07 0.15 0.03
-0.08 0.07 -0.11
-0.17 -0.17 -0.11
-0.02 0.01 0.14
-0.07 0.13 -0.08
0.13 -0.04 -0.06
0.10 -0.12 0.08

Results
- Orbital gap: 9.416 eV
- Spin multiplicity: 1
- LUMO level: 0.87 eV

# 5
Entry from the OMol25 dataset: an isolated molecule of C4H10O (ωB97M-V/def2-TZVPD).

Last column: Mulliken charge in e.
CARTESIAN COORDINATES (ANGSTROEM)
C (-2.10350, 0.20132, 0.87927)  -1.21
C (-0.67986, 0.59048, 0.53076)  -0.19
O (0.10722, -0.57363, 0.64533)  -0.35
C (1.41452, -0.46873, 0.12489)  -0.26
C (1.43645, -0.35932, -1.41027)  -1.03
H (-2.79362, 1.03717, 0.73539)  0.37
H (-2.16549, -0.13438, 1.91762)  0.28
H (-2.42419, -0.62220, 0.23572)  0.29
H (-0.64619, 0.99726, -0.49236)  0.30
H (-0.30203, 1.37488, 1.20866)  0.29
H (1.91737, -1.38448, 0.45307)  0.29
H (1.95259, 0.37375, 0.59100)  0.29
H (2.08945, -1.11301, -1.85489)  0.32
H (1.76794, 0.61925, -1.76738)  0.30
H (0.42933, -0.53834, -1.79680)  0.30

Cartesian forces, eV/Å:
-0.04 0.01 0.03
-0.16 0.17 -0.04
-0.03 -0.08 0.07
0.27 -0.04 -0.07
0.01 0.02 -0.01
0.11 -0.04 0.05
-0.01 0.04 -0.10
0.03 0.08 0.06
0.06 -0.09 0.12
-0.03 -0.12 -0.10
-0.08 0.15 -0.09
-0.16 -0.08 -0.08
0.00 0.07 0.07
-0.07 -0.08 0.07
0.10 -0.01 0.02

Results
- Orbital gap: 10.930 eV
- Spin multiplicity: 1
- LUMO level: 1.20 eV

# 6
Entry from the OMol25 dataset: a cluster of 2 separate species, C4H10O in total (ωB97M-V/def2-TZVPD).

Last column: Mulliken charge in e.
CARTESIAN COORDINATES (ANGSTROEM)
C (0.19795, 1.54714, 0.34993)  -0.74
C (0.27735, 0.39573, -0.32213)  0.59
C (1.46327, -0.52476, -0.20313)  -1.15
C (-0.81660, -0.06570, -1.24962)  -1.23
H (-0.66058, 2.20795, 0.24890)  0.27
H (0.99783, 1.87443, 1.01080)  0.28
H (2.12476, -0.22927, 0.61633)  0.31
H (1.13154, -1.55203, -0.01674)  0.32
H (2.04514, -0.52371, -1.13320)  0.35
H (-0.47836, -0.03103, -2.29249)  0.34
H (-1.08763, -1.10536, -1.03151)  0.32
H (-1.71453, 0.55416, -1.16222)  0.31
O (-0.99186, -1.14471, 1.93718)  -0.66
H (-0.61251, -0.28750, 1.69393)  0.38
H (-1.87577, -1.11533, 1.55396)  0.30

Cartesian forces, eV/Å:
0.02 -0.10 -0.05
0.01 0.19 0.03
0.05 0.00 0.03
-0.04 0.02 -0.02
0.11 -0.12 0.00
-0.10 -0.07 -0.10
-0.08 0.01 -0.15
0.03 0.14 -0.04
-0.10 -0.03 0.10
-0.02 -0.03 0.13
0.05 0.14 -0.04
0.16 -0.05 -0.03
-0.15 0.07 0.00
-0.01 -0.10 0.03
0.06 -0.06 0.10

Results
- Orbital gap: 10.530 eV
- Spin multiplicity: 1
- LUMO level: 0.89 eV

# 7
Entry from the OMol25 dataset: the ion C4H10O with charge +1 (ωB97M-V/def2-TZVPD).

Last column: Mulliken spin population.
CARTESIAN COORDINATES (ANGSTROEM)
C (-1.70490, 0.23709, 0.15494)  0.10
O (-2.63525, 0.60064, -0.79922)  0.58
C (-0.27024, 0.35319, -0.34531)  0.08
C (0.63146, -0.56740, 0.52985)  0.04
C (2.08654, -0.43494, 0.07689)  0.03
H (-1.84671, 0.92106, 1.03271)  0.14
H (-2.03792, -0.75019, 0.48015)  0.03
H (-2.27243, 1.29611, -1.39230)  -0.02
H (0.10443, 1.37203, -0.27978)  0.00
H (-0.20892, 0.04442, -1.39207)  0.00
H (0.27305, -1.58697, 0.43877)  0.00
H (0.54279, -0.26499, 1.56710)  0.00
H (2.24349, -0.86140, -0.91548)  0.00
H (2.71031, -0.96935, 0.79180)  0.01
H (2.38429, 0.61069, 0.05194)  0.00

Cartesian forces, eV/Å:
-0.85 -0.42 -0.70
0.47 0.05 0.09
1.02 0.04 0.07
-0.26 0.31 -0.24
-0.28 -0.05 -0.20
0.16 0.10 0.04
0.03 -0.05 0.35
-0.20 0.09 0.10
-0.04 0.15 0.04
-0.22 -0.05 0.02
0.05 -0.23 0.05
-0.08 0.04 0.24
0.00 0.00 0.08
0.09 -0.01 -0.03
0.12 0.04 0.07

Results
- Orbital gap (alpha / beta): 12.824 / 6.305 eV
- Spin multiplicity: 2
- Net charge: +1
- LUMO level (alpha / beta): -3.64 / -10.11 eV

# 8
Entry from the OMol25 dataset: a cluster of 2 separate species, C4H10O2 in total (ωB97M-V/def2-TZVPD).

Last column: Mulliken charge in e.
CARTESIAN COORDINATES (ANGSTROEM)
C (-2.42396, -0.06316, 0.06943)  -1.00
C (-1.77071, 0.62448, 1.24586)  0.29
O (-2.11573, 0.82612, 2.35644)  -0.46
H (-1.81772, -0.92518, -0.21530)  0.31
H (-3.45265, -0.25995, 0.37137)  0.32
H (-2.28532, 0.55305, -0.81901)  0.31
H (-0.85988, 1.14650, 0.84662)  0.24
C (1.90372, 0.51842, -1.04544)  -1.15
C (1.27071, -0.39292, -0.03118)  0.46
O (2.08230, -1.54072, 0.05605)  -0.53
H (2.90779, 0.73988, -0.66207)  0.30
H (1.54567, 1.51744, -1.26938)  0.34
H (2.13152, -0.01837, -1.96855)  0.30
H (1.13341, 0.12855, 0.92442)  0.25
H (0.23874, -0.63172, -0.28246)  -0.28
H (1.51212, -2.22241, 0.42320)  0.31

Cartesian forces, eV/Å:
-0.13 -0.13 1.03
1.68 1.34 -2.89
-1.03 -0.52 1.40
-0.41 -0.46 0.42
-0.04 -0.42 -0.68
-0.49 0.44 0.19
0.19 -0.17 0.55
1.90 0.08 -0.17
-0.84 1.04 -0.01
-0.34 -0.23 0.22
0.04 -0.10 0.09
-0.92 -0.16 0.17
-0.46 0.01 -0.09
0.56 -0.09 0.18
-0.03 -0.39 -0.50
0.31 -0.24 0.07

Results
- Orbital gap: 10.560 eV
- Spin multiplicity: 1
- LUMO level: 0.66 eV

# 9
Entry from the OMol25 dataset: a cluster of 2 separate species, C4H10O2 in total (ωB97M-V/def2-TZVPD).

Last column: Mulliken charge in e.
CARTESIAN COORDINATES (ANGSTROEM)
C (0.71469, -0.00400, -2.57663)  -0.66
C (1.31847, -0.87430, -1.75625)  0.04
O (0.88410, -1.48278, -0.64011)  -0.49
H (1.29474, 0.52317, -3.31488)  0.25
H (-0.24734, 0.39124, -2.26837)  0.19
H (2.38052, -1.05172, -1.91628)  0.32
H (0.12539, -0.96844, -0.28350)  0.40
C (-1.32160, 1.28121, 2.51742)  -0.96
C (-0.27196, 0.61486, 1.59174)  -0.21
O (-0.93861, 0.15183, 0.36958)  -0.63
H (-1.30677, 2.36423, 2.48398)  0.34
H (-1.23964, 0.74547, 3.46016)  0.30
H (-2.30090, 1.02178, 2.11232)  0.28
H (0.50825, 1.30797, 1.28246)  0.28
H (0.17708, -0.29976, 1.96374)  0.28
H (-1.55780, 0.84337, 0.11944)  0.28

Cartesian forces, eV/Å:
-0.21 -0.03 1.45
1.10 0.72 -0.59
-0.38 0.21 0.07
-0.03 -0.16 -0.21
-0.19 -0.11 -0.48
-0.13 -0.49 -0.16
-0.01 -0.30 -0.40
0.31 -1.39 -0.91
-1.03 0.33 -1.09
0.11 0.40 0.70
0.46 0.08 0.65
-0.16 0.90 0.50
-0.09 -0.22 0.11
0.18 0.02 0.19
0.03 0.14 0.46
0.02 -0.10 -0.29

Results
- Orbital gap: 9.329 eV
- Spin multiplicity: 1
- LUMO level: 0.74 eV

# 10
Entry from the OMol25 dataset: a structure of composition C4H10O2 (ωB97M-V/def2-TZVPD).

Last column: Mulliken charge in e.
CARTESIAN COORDINATES (ANGSTROEM)
C (-2.12970, -0.40714, -0.45239)  -1.09
C (-1.10598, 0.14099, 0.54605)  -0.23
C (0.21384, -0.58410, 0.63673)  -0.68
O (0.82582, -0.60946, -0.85773)  -0.45
C (1.67180, 0.86570, -0.16514)  -0.05
O (2.92904, 0.63408, -0.58861)  -0.49
H (-3.06849, 0.16017, -0.43477)  0.35
H (-1.72766, -0.37538, -1.47052)  0.26
H (-2.35905, -1.45347, -0.21826)  0.29
H (-0.96820, 1.22206, 0.37025)  0.23
H (-1.51474, 0.07611, 1.56564)  0.33
H (-0.00397, -1.65083, 0.80648)  0.21
H (1.54259, -1.25310, -0.74568)  0.37
H (1.68805, 1.11867, 0.87979)  0.30
H (1.04461, 1.49766, -0.79016)  0.30
H (2.94943, 0.58390, -1.55451)  0.35

Cartesian forces, eV/Å:
-0.01 -0.10 -0.08
0.02 0.13 0.08
-0.31 -0.25 0.03
0.17 -0.11 0.13
0.14 0.40 -0.01
-0.08 0.00 -0.21
0.16 -0.07 0.00
-0.10 -0.01 0.11
0.01 0.14 -0.06
-0.02 -0.16 0.00
0.04 0.01 -0.14
0.07 0.20 0.03
-0.16 0.09 -0.06
0.01 -0.13 -0.07
0.07 -0.12 0.15
0.00 -0.02 0.09

Results
- Orbital gap: 7.036 eV
- Spin multiplicity: 1
- LUMO level: 0.44 eV

# 11
Entry from the OMol25 dataset: a cluster of 2 separate species, C4H10O2 in total (ωB97M-V/def2-TZVPD).

Last column: Mulliken charge in e.
CARTESIAN COORDINATES (ANGSTROEM)
C (-0.49514, -1.44039, -1.25710)  -1.04
C (0.07041, -1.05180, 0.07984)  -0.13
C (-0.25330, 0.02371, 0.78384)  0.55
C (0.42691, 0.42936, 2.08787)  -1.38
O (-1.10641, 0.99845, 0.29694)  -0.51
H (-1.48648, -1.01113, -1.40026)  0.27
H (-0.50297, -2.51287, -1.43446)  0.38
H (0.13002, -0.98442, -2.02902)  0.27
H (0.99985, -1.53867, 0.35620)  0.26
H (0.65288, 1.49341, 2.00275)  0.39
H (1.43590, 0.01201, 2.13267)  0.33
H (-0.13627, -0.02987, 2.89747)  0.35
H (-1.62703, 1.36806, 1.01474)  0.29
O (0.61611, 1.39251, -2.26093)  -0.64
H (1.29745, 1.14558, -1.65532)  0.31
H (-0.02194, 1.70607, -1.61524)  0.30

Cartesian forces, eV/Å:
0.09 0.59 -0.04
0.25 0.08 -0.75
0.97 0.54 0.48
0.60 -0.82 -1.47
-0.44 -0.56 -0.26
-0.07 -0.19 0.02
-0.11 -0.08 0.20
-0.05 -0.14 -0.10
-0.30 -0.30 0.42
-0.76 0.17 0.89
-0.16 -0.43 -0.04
-0.03 0.95 0.50
0.00 0.11 0.12
-0.45 0.43 -0.20
1.16 -0.49 0.33
-0.70 0.14 -0.11

Results
- Orbital gap: 9.498 eV
- Spin multiplicity: 1
- LUMO level: 0.62 eV

# 12
Entry from the OMol25 dataset: a cluster of 2 separate species, C4H10O2 in total (ωB97M-V/def2-TZVPD).

Last column: Mulliken charge in e.
CARTESIAN COORDINATES (ANGSTROEM)
C (-2.07231, 0.49650, -0.71356)  -1.13
C (-0.71862, 0.90522, -0.10060)  0.06
C (-0.80404, 0.42166, 1.31880)  -0.05
O (-0.22594, -0.53165, 1.79759)  -0.57
H (-2.86244, 0.50744, 0.04999)  0.31
H (-2.02070, -0.51945, -1.11497)  0.32
H (-2.39044, 1.17076, -1.50910)  0.32
H (0.14141, 0.46150, -0.60914)  0.05
H (-0.59346, 1.99708, -0.09969)  0.32
H (-1.53051, 0.97520, 1.94479)  0.39
C (2.33498, -1.14183, -0.42496)  -0.64
O (2.15264, -0.08365, 0.48811)  -0.52
H (1.74698, -2.03499, -0.17449)  0.27
H (2.02041, -0.83149, -1.42426)  0.24
H (3.38873, -1.43072, -0.50393)  0.26
H (1.43330, -0.36157, 1.07541)  0.37

Cartesian forces, eV/Å:
-0.14 0.01 -0.12
-0.03 -0.09 0.08
0.23 -0.17 0.29
-0.20 0.40 -0.23
0.09 0.03 -0.18
-0.01 0.14 0.09
0.11 -0.06 0.00
-0.27 0.10 0.08
-0.11 -0.24 0.06
-0.04 -0.01 0.00
0.05 -0.27 -0.47
0.13 -0.25 0.23
0.13 0.16 0.13
-0.03 0.04 -0.16
-0.10 0.08 0.19
0.17 0.12 0.02

Results
- Orbital gap: 10.759 eV
- Spin multiplicity: 1
- LUMO level: 0.84 eV

One value per record, in order, for electronic energy: -16622.3372, -6355.0492, -6356.0263, -6355.0486, -6357.1093, -6357.2109, -6347.2678, -8403.8035, -8403.6492, -8399.5003, -8404.2614, -8404.2299 eV.
One value per record, in order, for ΔE to the lowest compared entry with this formula, charge and spin: 51.4, 22.5, 41.0, 63.5, 16.0, 13.7, 24.4, 40.2, 43.8, 139.4, 29.6, 30.4 kcal per mole.
One value per record, in order, for max |F|: 0.097, 0.060, 0.080, 0.009, 0.005, 0.004, 0.023, 0.070, 0.033, 0.008, 0.035, 0.011 Eh/bohr.